Record 1
Here is a molecular structure, C39H28BrCl2IN2NaO2STe from the OMol25 dataset. Energies are from ωB97M-V with the def2-TZVPD basis set.

Energy above the lowest of the compared OMol25 structures with the same formula, charge and spin   13.06 kcal/mol
Total charge   -1
Electronic energy   -173710.841 eV
Spin multiplicity   1
Gap between HOMO and LUMO   6.6 eV

Last column: Löwdin charge in e.
Positions of all 78 atoms, in Å:
I 3.761 1.950 1.682  0.966
Te -3.176 0.336 0.575  1.381
Br 7.198 1.137 1.747  0.684
Cl -3.847 5.617 -0.100  0.652
Cl 1.420 4.216 -0.019  0.616
S -1.673 3.288 -0.265  0.485
Na -0.063 1.274 -0.016  0.154
O -1.665 -2.143 0.543  -0.051
O 2.417 -0.339 -0.309  -0.018
N 0.368 -3.100 0.114  0.144
N 0.212 -0.836 0.080  0.101
C -4.863 1.650 0.568  -0.525
C 5.080 1.409 -2.396  -0.073
C -5.373 2.152 1.761  -0.143
C 3.601 -3.882 -3.699  -0.105
C -0.479 -2.016 0.277  -0.554
C 2.241 -3.606 -3.642  -0.085
C 3.778 -3.402 -1.346  -0.018
C 1.512 -1.135 -0.079  -0.458
C 2.415 -3.132 -1.281  -0.133
C 1.749 -2.670 0.013  -0.273
C 3.950 -3.884 3.523  -0.099
C 3.305 -4.822 2.726  -0.087
C -2.159 5.987 0.025  -0.692
C -7.092 3.336 0.565  -0.112
C 0.494 6.703 0.221  -0.144
C 4.366 -3.778 -2.547  -0.085
C -5.482 2.002 -0.627  -0.145
C 1.654 -3.231 -2.443  -0.018
C -5.959 -2.748 -0.821  -0.099
C -0.479 7.684 0.289  -0.117
C -5.967 -2.906 1.574  -0.100
C -1.811 7.317 0.188  -0.144
C 6.427 1.097 -2.303  -0.089
C 3.185 -2.131 2.058  -0.012
C 4.940 1.589 0.001  -0.716
C 7.037 1.039 -1.060  -0.150
C 2.618 -4.414 1.595  -0.041
C 4.345 1.665 -1.252  -0.156
C -6.591 2.837 -0.631  -0.104
C -6.480 2.992 1.762  -0.104
C -4.552 -1.282 0.485  -0.513
C -5.030 -1.883 1.644  -0.134
C 0.127 5.378 0.057  -0.669
C -5.021 -1.727 -0.748  -0.138
C 2.545 -3.064 1.252  -0.149
C 6.293 1.275 0.088  -0.736
C 3.884 -2.541 3.188  -0.069
C -6.434 -3.342 0.341  -0.109
C -1.211 4.940 -0.044  -0.751
H -4.664 -1.550 2.608  0.093
H -6.336 -3.362 2.485  0.095
H 1.633 -3.674 -4.536  0.098
H 7.013 0.900 -3.192  0.101
H 4.378 -1.802 3.807  0.103
H 2.141 -5.155 0.960  0.119
H -7.946 4.002 0.563  0.093
H -0.202 8.723 0.418  0.093
H 4.387 -3.316 -0.455  0.118
H -6.857 3.386 2.698  0.095
H 1.544 6.953 0.294  0.094
H -7.161 -4.143 0.286  0.092
H 8.090 0.806 -0.970  0.092
H 4.061 -4.176 -4.634  0.094
H 0.106 -3.995 0.488  0.143
H 3.294 1.908 -1.323  0.081
H -2.598 8.059 0.231  0.092
H -7.050 3.121 -1.571  0.097
H 3.339 -5.874 2.984  0.098
H 4.504 -4.204 4.397  0.096
H 4.593 1.452 -3.362  0.108
H 0.594 -3.012 -2.398  0.118
H -5.087 1.626 -1.563  0.094
H -4.898 1.885 2.697  0.088
H -4.645 -1.272 -1.656  0.091
H 3.145 -1.082 1.794  0.057
H 5.430 -3.982 -2.579  0.098
H -6.322 -3.081 -1.786  0.095

---

Record 2
Here is a molecular structure, C27H36FN8OSTi from the OMol25 dataset. Energies are from ωB97M-V with the def2-TZVPD basis set.

⟨S²⟩   0.758
Total charge   +2
Electronic energy   -79207.402 eV
Spin multiplicity   2
Gap between HOMO and LUMO (alpha / beta)   7.3 / 7.5 eV

Last column: Löwdin charge in e.
Positions of all 75 atoms, in Å:
Ti 0.758 0.854 -0.651  0.907
S 3.180 0.246 -0.538  0.682
F -0.931 2.418 -0.419  -0.036
O 0.880 1.412 1.327  -0.161
N 0.322 2.780 -4.560  0.175
N 1.252 3.416 2.369  -0.136
N 0.752 1.923 -2.589  -0.078
N 2.165 1.843 -5.667  0.174
N 1.669 1.460 -3.424  0.100
N -0.860 -0.196 -0.644  -0.076
N 1.372 1.988 -4.563  -0.251
N 4.157 -0.609 1.753  0.076
C -1.242 -3.297 1.354  -0.030
C 4.356 -1.387 2.841  -0.023
C -0.675 -2.575 -1.289  -0.145
C 2.483 -2.681 2.183  -0.001
C 1.017 2.126 2.347  -0.230
C -0.903 -1.593 -0.309  -0.202
C -0.717 -3.911 -0.900  -0.016
C -0.993 -4.276 0.407  -0.044
C -2.173 1.808 -0.643  -0.197
C 1.267 4.129 3.652  0.003
C -4.501 0.516 -1.075  -0.044
C -3.305 2.572 -0.733  0.002
C -2.939 -1.087 2.626  -0.035
C -1.205 -1.298 -3.490  -0.046
C 1.412 4.207 1.154  0.007
C -0.063 2.721 -3.299  -0.139
C 1.168 -1.878 -2.812  -0.059
C 3.171 -0.801 0.844  -0.655
C -4.500 1.899 -0.958  -0.052
C -0.306 -2.279 -2.734  -0.346
C -2.112 0.428 -0.750  -0.242
C -1.209 -1.948 1.018  -0.141
C 2.313 -1.880 1.073  -0.054
C 3.520 -2.435 3.088  -0.011
C -3.329 -0.220 -0.972  -0.001
C -1.512 -0.919 2.096  -0.360
C -0.501 -0.992 3.244  -0.055
H -0.970 -1.345 -4.554  0.088
H 1.529 -2.099 0.366  0.097
H 4.801 0.152 1.571  0.156
H 1.846 3.576 4.389  0.102
H 0.564 4.881 1.028  0.114
H 0.254 4.283 4.022  0.107
H 5.197 -1.128 3.467  0.146
H -1.482 -3.587 2.370  0.120
H -5.434 -0.003 -1.249  0.120
H 1.448 -1.531 -3.806  0.080
H -0.721 -0.225 3.989  0.085
H -3.349 -1.298 -1.053  0.130
H -2.259 -1.553 -3.378  0.086
H 1.808 -3.513 2.340  0.130
H 1.820 -2.715 -2.551  0.097
H 2.324 4.796 1.228  0.110
H -0.914 3.246 -2.904  0.127
H -5.423 2.456 -1.038  0.119
H 3.677 -3.059 3.955  0.129
H 1.734 5.098 3.507  0.101
H -3.168 -0.311 3.357  0.088
H -3.067 -2.053 3.117  0.085
H -1.437 0.077 1.659  0.107
H -3.669 -1.019 1.819  0.079
H -0.541 -4.679 -1.643  0.124
H 1.409 -1.090 -2.087  -0.019
H -3.260 3.647 -0.623  0.130
H -1.035 -5.323 0.679  0.117
H -0.399 -3.235 -3.254  0.135
H 1.483 3.555 0.290  0.067
H -1.071 -0.269 -3.159  0.048
H 0.520 -0.852 2.883  0.051
H 0.930 1.657 3.331  0.158
H 2.563 0.912 -5.684  0.118
H -0.553 -1.957 3.753  0.087
H 1.607 2.025 -6.494  0.123

---

Record 3
Here is a molecular structure, C3H14NO4 from the OMol25 dataset. Energies are from ωB97M-V with the def2-TZVPD basis set.

Energy above the lowest of the compared OMol25 structures with the same formula, charge and spin   293.97 kcal/mol
Total charge   +1
Electronic energy   -12999.881 eV
Spin multiplicity   1
Gap between HOMO and LUMO   3.8 eV

Last column: Löwdin charge in e.
Positions of all 22 atoms, in Å:
O 3.211 1.954 -0.659  -0.163
O 2.777 0.611 1.564  -0.051
O -9.891 0.175 0.111  0.051
O 1.103 1.918 -1.780  -0.116
N 2.090 -1.860 -0.134  0.185
C 1.365 -2.114 0.921  -0.135
C 1.587 -0.828 -0.998  0.008
C 0.019 -1.699 1.255  0.289
H 1.777 -2.730 1.687  0.128
H 3.065 1.129 0.740  0.003
H -0.402 -2.079 2.159  0.106
H 1.255 -1.209 -2.018  0.182
H 0.115 0.229 -0.037  0.343
H -10.073 -0.710 0.164  -0.002
H 3.274 0.919 2.296  0.030
H 3.920 2.506 -0.940  0.025
H 0.692 -0.336 -0.415  0.012
H 2.098 2.007 -1.307  -0.061
H 0.818 2.671 -2.259  0.013
H -0.617 -1.313 0.453  0.079
H -10.526 0.735 0.291  -0.049
H 2.343 0.023 -1.095  0.123

---

Record 4
Here is a molecular structure, C32H66As3PY from the OMol25 dataset. Energies are from ωB97M-V with the def2-TZVPD basis set.

Energy above the lowest of the compared OMol25 structures with the same formula, charge and spin   78.78 kcal/mol
Total charge   +1
Electronic energy   -227092.413 eV
Spin multiplicity   1
Gap between HOMO and LUMO (alpha / beta)   6.3 / 5.4 eV

Last column: Löwdin charge in e.
Positions of all 103 atoms, in Å:
Y -0.983 -0.457 -0.840  1.099
As 6.257 -1.134 3.197  1.144
As 0.713 1.331 1.876  1.061
As 2.482 -0.809 -0.506  1.065
P -1.505 2.868 -0.689  0.884
C -0.622 1.096 3.304  -0.310
C -2.854 -1.652 2.559  -0.043
C -6.004 -1.384 -0.355  -0.069
C -4.908 -2.420 -0.593  -0.378
C 2.126 0.426 2.934  -0.361
C 3.446 0.041 2.248  -0.681
C 4.164 -0.846 -1.527  -0.291
C -1.697 -3.285 1.267  -0.067
C -0.202 -0.352 -4.307  -0.770
C -0.813 4.566 -0.449  -0.408
C -1.356 -0.852 -3.467  -0.146
C 4.014 1.254 1.505  -0.079
C -0.737 -2.655 3.511  -0.044
C -2.964 3.031 0.449  -0.422
C -1.770 -2.511 2.427  -0.288
C 6.876 -0.720 1.368  -0.350
C -2.688 -3.217 0.296  -0.072
C 3.234 -1.140 1.292  -0.353
C 4.405 -0.376 3.381  -0.374
C -0.738 -0.600 -5.747  -0.080
C -5.538 -3.820 -0.609  -0.055
C 2.034 -2.707 -0.792  -0.320
C -3.946 1.867 0.374  -0.167
C 0.044 1.147 -4.129  -0.098
C 0.479 4.772 -1.240  -0.150
C -2.337 3.030 -2.345  -0.426
C 1.118 -1.105 -4.139  -0.090
C -3.802 -2.381 0.447  -0.229
C 5.810 -3.020 2.817  -0.349
C -3.426 4.086 -2.509  -0.134
C -3.856 -1.594 1.595  -0.046
C 1.168 3.193 2.327  -0.306
H 5.425 -3.176 1.809  0.005
H 1.720 -2.880 -1.821  0.010
H -5.598 -0.374 -0.275  0.057
H -0.122 -0.056 -6.469  0.081
H -3.471 0.926 0.666  0.019
H 0.256 -2.371 3.154  0.062
H -2.728 2.037 -2.587  0.054
H -3.465 3.972 0.217  0.077
H 0.872 1.478 -4.760  0.086
H -0.683 -3.693 3.839  0.093
H -1.594 1.497 3.015  0.009
H 6.720 -3.610 2.922  0.016
H 6.158 -0.984 0.595  -0.016
H -2.943 -1.037 3.447  0.116
H -1.556 5.315 -0.723  0.078
H 4.552 0.495 4.026  0.058
H -3.042 5.090 -2.329  0.067
H 0.246 3.767 2.412  0.011
H 1.816 -0.830 -4.933  0.089
H 7.149 0.330 1.270  0.017
H 0.291 4.745 -2.314  0.067
H 1.693 3.234 3.280  0.034
H 3.957 -0.950 -2.591  0.020
H 2.347 1.075 3.787  0.082
H -1.767 -0.254 -5.845  0.077
H 2.581 -1.877 1.773  0.075
H 4.971 1.014 1.044  0.058
H 4.190 -1.632 1.120  0.029
H -0.292 1.597 4.215  0.041
H 0.298 1.377 -3.085  0.045
H -4.276 3.911 -1.850  0.062
H -0.845 1.706 -4.417  0.067
H -2.559 3.111 1.462  0.063
H 0.967 -2.185 -4.182  0.080
H -0.706 -1.662 -5.988  0.080
H -6.558 -1.617 0.555  0.090
H -1.355 -1.954 -3.560  -0.023
H -6.708 -1.401 -1.187  0.088
H 1.220 -3.005 -0.128  -0.004
H 1.659 -0.475 3.345  0.060
H -6.343 -3.858 -1.342  0.085
H -0.877 -3.985 1.148  0.115
H -1.531 3.239 -3.051  0.051
H 1.209 3.996 -1.003  0.056
H 7.777 -1.315 1.214  0.023
H -4.356 1.759 -0.631  0.065
H -4.705 -0.949 1.777  0.109
H -0.987 -2.041 4.375  0.080
H 4.168 2.087 2.193  0.094
H 4.789 -1.682 -1.212  0.029
H -4.779 2.045 1.057  0.086
H 1.788 3.654 1.559  0.017
H 1.573 -0.841 -3.180  0.006
H 3.905 -1.127 4.003  0.068
H -2.623 -3.868 -0.569  0.120
H 2.901 -3.337 -0.586  0.038
H -0.613 4.671 0.619  0.053
H -3.795 4.056 -3.534  0.080
H -4.812 -4.593 -0.861  0.073
H -4.461 -2.229 -1.576  0.137
H 0.918 5.740 -1.003  0.076
H 4.707 0.087 -1.382  0.024
H -0.744 0.034 3.512  -0.018
H -5.952 -4.050 0.374  0.093
H 3.316 1.574 0.723  0.042
H 5.083 -3.395 3.537  0.018

---

Record 5
Here is a molecular structure, C14H35AsGeN4ORuSe from the OMol25 dataset. Energies are from ωB97M-V with the def2-TZVPD basis set.

⟨S²⟩   6.052
Total charge   +2
Electronic energy   -208360.269 eV
Spin multiplicity   5
Gap between HOMO and LUMO (alpha / beta)   8.7 / 6.2 eV

Last column: Löwdin charge in e.
Positions of all 58 atoms, in Å:
Ru -0.290 0.510 0.472  1.464
Se -4.717 2.235 0.466  0.879
As -0.008 -3.161 -0.283  1.025
Ge -0.922 0.812 -2.875  0.753
O -0.049 -1.614 0.405  -0.617
N 0.644 2.655 1.294  -0.104
N -0.677 0.562 2.671  -0.153
N 1.750 0.223 1.262  -0.162
N -2.080 1.070 0.163  -0.152
C 0.847 -3.116 -1.982  -0.175
C -1.959 -0.826 -2.713  -0.220
C 2.713 1.303 0.922  -0.152
C 2.059 2.704 0.895  -0.173
C -2.044 2.394 -2.815  -0.210
C 1.005 -4.318 0.839  -0.185
C 0.191 0.790 -4.456  -0.209
C -3.170 1.560 0.287  -0.916
C 0.432 2.785 2.751  -0.166
C 0.330 -0.344 3.279  -0.167
C -0.742 1.943 3.212  -0.156
C 1.729 -0.101 2.729  -0.149
C -1.766 -3.856 -0.463  -0.174
C 0.416 0.959 -1.370  -0.378
H 0.867 -0.065 -4.473  0.023
H 0.340 -0.240 4.367  0.138
H 2.017 -0.620 0.771  0.096
H 0.843 1.962 -1.428  0.008
H -1.437 -1.669 -3.164  0.005
H -2.208 -3.945 0.528  0.057
H 1.013 -5.322 0.416  0.061
H -1.678 2.369 2.848  0.118
H 2.616 3.396 1.530  0.130
H -2.904 -0.708 -3.244  0.041
H -3.066 2.149 -2.528  0.010
H 0.883 -4.128 -2.385  0.065
H 2.229 0.709 3.253  0.110
H -1.659 3.141 -2.120  0.022
H 0.133 3.384 0.811  0.129
H -0.436 0.744 -5.348  0.038
H -2.355 -3.178 -1.076  0.031
H 0.262 3.826 3.030  0.142
H 2.331 -0.993 2.906  0.136
H 0.010 -1.354 3.035  0.107
H 3.548 1.267 1.621  0.126
H -0.790 1.920 4.303  0.137
H 3.114 1.078 -0.064  0.120
H -1.592 0.146 2.812  0.128
H 2.107 3.102 -0.115  0.112
H 1.348 2.488 3.256  0.111
H -2.188 -1.053 -1.671  -0.015
H -1.721 -4.837 -0.935  0.064
H 1.863 -2.744 -1.856  0.054
H 0.785 1.703 -4.511  0.034
H -2.069 2.842 -3.809  0.036
H 0.552 -4.349 1.829  0.052
H 0.295 -2.471 -2.659  0.014
H 2.028 -3.952 0.905  0.049
H 1.225 0.233 -1.528  0.007

---

Record 6
Here is a molecular structure, C3H3ClCrFO3Pd from the OMol25 dataset. Energies are from ωB97M-V with the def2-TZVPD basis set.

⟨S²⟩   9.060
Total charge   +4
Electronic energy   -56373.398 eV
Spin multiplicity   6
Gap between HOMO and LUMO (alpha / beta)   5.1 / 6.2 eV

Last column: Löwdin charge in e.
Positions of all 13 atoms, in Å:
Pd -2.312 -1.488 0.429  1.026
Cr -2.588 1.419 2.282  1.274
Cl -2.041 0.402 0.999  0.739
F 1.411 1.310 -1.730  0.247
O 1.901 -0.531 -0.608  0.313
O 1.745 -2.016 1.058  0.657
O 0.104 -0.683 0.557  0.020
C 1.249 -1.138 0.449  -0.415
C -0.092 0.562 -0.128  -0.149
C 0.860 0.213 -1.244  -0.241
H -1.028 0.996 -0.480  0.115
H 0.369 -0.402 -1.998  0.219
H 0.421 1.356 0.415  0.195